Run a
Formula: H8O4
Source: the Open Molecules 2025 dataset
Level of theory: the ωB97M-V functional and the def2-TZVPD basis

Properties
structure (SMILES)	O.O.O.O
total charge	0
Kohn-Sham gap	11.4	eV
HOMO	-11.0	eV

Geometry as XYZ:
```
12
H8O4 the ωB97M-V functional and the def2-TZVPD basis
O 1.1889 0.2182 -1.9199
H 0.6454 0.9782 -2.0561
H 0.7011 -0.4648 -2.4297
O -0.1255 1.1848 0.4037
H 0.6144 1.7794 0.4610
H 0.2458 0.3037 0.2537
O 1.2974 -1.4581 0.3305
H 1.4773 -0.9613 -0.4837
H 0.5617 -1.9795 0.1686
O -2.3820 -0.0760 1.4676
H -1.6870 0.5262 1.3804
H -2.5376 -0.0507 2.4239
```

Run b
Formula: H8O4
Source: the Open Molecules 2025 dataset
Level of theory: the ωB97M-V functional and the def2-TZVPD basis

Properties
structure (SMILES)	O.O.O.O
total charge	0
Kohn-Sham gap	12.0	eV
HOMO	-11.6	eV

Geometry as XYZ:
```
12
H8O4 the ωB97M-V functional and the def2-TZVPD basis
O -0.0086 0.0449 1.3412
H 0.7702 -0.0330 0.7788
H -0.3504 -0.8548 1.3945
O 0.2657 3.4864 -0.4253
H -0.2560 4.0411 0.1657
H 0.9592 4.0736 -0.7467
O -4.8126 -1.7213 -0.2748
H -4.1978 -0.9794 -0.3004
H -4.6691 -2.1737 -1.1137
O 4.0928 -2.3318 -0.4104
H 3.4115 -1.8737 0.0946
H 4.7951 -1.6783 -0.5034
```

Most stable: run a

Run a
Formula: C2H4Br2Si
Source: the Open Molecules 2025 dataset
Level of theory: the ωB97M-V functional and the def2-TZVPD basis

Properties
total charge	0
spin multiplicity	3
Kohn-Sham gap (alpha / beta)	9.0 / 8.7	eV
HOMO (alpha / beta)	-8.4 / -10.2	eV

Geometry as XYZ:
```
9
C2H4Br2Si the ωB97M-V functional and the def2-TZVPD basis
C -1.4202 0.3647 -0.8872
C 1.6293 -0.0535 0.5490
Si -0.4105 -0.0401 0.5931
Br 2.4647 -1.5603 -0.1361
Br 2.3348 1.5571 -0.0888
H -2.0857 -0.4729 -1.1336
H -1.0690 0.9199 -1.6847
H -0.6155 0.6763 1.8451
H -0.8278 -1.3911 0.9432
```

Run b
Formula: C2H4Br2Si
Source: the Open Molecules 2025 dataset
Level of theory: the ωB97M-V functional and the def2-TZVPD basis

Properties
total charge	0
spin multiplicity	3
Kohn-Sham gap (alpha / beta)	7.5 / 6.7	eV
HOMO (alpha / beta)	-6.9 / -10.5	eV

Geometry as XYZ:
```
9
C2H4Br2Si the ωB97M-V functional and the def2-TZVPD basis
C -0.0040 -0.4245 0.5219
C -0.2445 -0.3531 -0.7741
Si -0.7397 1.2626 -1.6122
Br -0.6314 0.9990 -3.7777
Br -3.3612 0.9779 1.3494
H 0.1545 -1.4010 0.8377
H -0.0779 0.4371 1.0349
H -0.2208 -1.1828 -1.5066
H -1.6562 2.3851 -1.4521
```

Most stable: run b

Run a
Formula: F3HN2O2S
Source: the Open Molecules 2025 dataset
Level of theory: the ωB97M-V functional and the def2-TZVPD basis

Properties
total charge	0
Kohn-Sham gap (alpha / beta)	4.7 / 9.9	eV
HOMO (alpha / beta)	-8.9 / -11.7	eV

Geometry as XYZ:
```
9
F3HN2O2S the ωB97M-V functional and the def2-TZVPD basis
N -1.7216 -0.2273 0.2475
N 2.0185 -0.1038 -0.4672
O 1.1098 0.6483 -0.2205
O -1.6702 1.9588 -0.9694
F -1.4977 -0.8886 1.4887
F 1.5697 -1.5021 -0.9004
F 2.6820 -0.5311 0.8455
S -1.3947 1.4109 0.3198
H -1.0958 -0.7651 -0.3440
```

Run b
Formula: F3HN2O2S
Source: the Open Molecules 2025 dataset
Level of theory: the ωB97M-V functional and the def2-TZVPD basis

Properties
structure (SMILES)	O=S(=O)(NF)N(F)F
total charge	0
Kohn-Sham gap	11.6	eV
HOMO	-11.3	eV

Geometry as XYZ:
```
9
F3HN2O2S the ωB97M-V functional and the def2-TZVPD basis
O 0.0598 -1.8358 -0.2054
S 0.0311 -0.5191 0.3380
O -0.1255 -0.3359 1.7143
N 1.3450 0.4553 -0.2176
F 1.4747 0.1499 -1.4847
N -1.3490 0.4315 -0.5200
F -0.9562 1.6674 -0.0383
F -2.4707 0.0744 0.0478
H 1.9907 -0.0877 0.3660
```

Run c
Formula: F3HN2O2S
Source: the Open Molecules 2025 dataset
Level of theory: the ωB97M-V functional and the def2-TZVPD basis

Properties
total charge	0
Kohn-Sham gap	9.1	eV
HOMO	-11.0	eV

Geometry as XYZ:
```
9
F3HN2O2S the ωB97M-V functional and the def2-TZVPD basis
N -0.5455 0.5788 -1.1385
N -1.7010 -0.0817 -1.1773
O 1.9355 -0.6745 -0.0758
O 3.5905 -2.2406 -0.7379
F -0.7728 1.9091 -0.7383
F -1.6174 -1.1234 -2.0066
F -2.0874 -0.8288 0.0693
S 3.3417 -0.9582 -0.2638
H 0.4062 0.3623 -0.6027
```

Most stable: run c

Run a
Formula: C16H34N5S2
Source: the Open Molecules 2025 dataset
Level of theory: the ωB97M-V functional and the def2-TZVPD basis

Properties
structure (SMILES)	CCCCNC(=S)NCC[NH+]1CCN(C(=S)NCCCC)CC1
total charge	+1
Kohn-Sham gap	8.6	eV
HOMO	-10.7	eV

Geometry as XYZ:
```
57
C16H34N5S2 the ωB97M-V functional and the def2-TZVPD basis
C 3.8544 1.9476 1.3383
C 5.2966 1.4785 1.5052
C 6.1150 1.5096 0.2105
C 5.9580 0.2820 -0.6949
N 4.6588 0.1883 -1.3278
C 3.6153 -0.5711 -1.0014
S 2.2463 -0.4814 -1.9777
N 3.6574 -1.3498 0.0978
C 2.7331 -2.4235 0.3885
C 1.4823 -1.9424 1.1388
N 0.4697 -1.4159 0.1995
C -0.3227 -0.2988 0.7453
C -1.2385 0.2647 -0.3513
N -2.1298 -0.7627 -0.8438
C -3.2742 -1.0358 -0.0964
S -3.5393 -2.4962 0.6344
N -4.1646 -0.0448 0.0302
C -4.2938 1.1199 -0.8215
C -5.7245 1.2682 -1.3510
C -6.6640 2.0303 -0.4146
C -6.9134 1.3433 0.9240
C -1.3804 -1.8911 -1.3503
C -0.4318 -2.4736 -0.3006
H 3.8354 2.9699 0.9693
H 3.3451 1.9288 2.2992
H 3.2975 1.3266 0.6415
H 5.7796 2.1404 2.2253
H 5.3199 0.4733 1.9349
H 5.8605 2.4073 -0.3554
H 7.1735 1.5722 0.4659
H 6.1634 -0.6322 -0.1328
H 6.6985 0.3450 -1.4969
H 4.5083 0.8072 -2.1132
H 4.4850 -1.2919 0.6719
H 3.2562 -3.1556 1.0042
H 2.4409 -2.9105 -0.5475
H 1.7692 -1.1506 1.8342
H 1.0462 -2.7631 1.7116
H 1.0428 -1.0330 -0.6727
H 0.3531 0.4816 1.0986
H -0.9266 -0.6651 1.5807
H -1.8104 1.0960 0.0578
H -0.6319 0.6289 -1.1867
H -4.9849 -0.2824 0.5722
H -4.0199 2.0227 -0.2620
H -3.5977 0.9989 -1.6547
H -5.6789 1.8074 -2.2985
H -6.1306 0.2761 -1.5587
H -6.2592 3.0291 -0.2372
H -7.6191 2.1525 -0.9280
H -7.6914 1.8722 1.4688
H -6.0207 1.3444 1.5464
H -7.2509 0.3190 0.7762
H -2.0798 -2.6670 -1.6622
H -0.8143 -1.5489 -2.2219
H 0.1579 -3.2769 -0.7406
H -1.0263 -2.8675 0.5295
```

Run b
Formula: C16H34N5S2
Source: the Open Molecules 2025 dataset
Level of theory: the ωB97M-V functional and the def2-TZVPD basis

Properties
total charge	+1
Kohn-Sham gap	8.9	eV
HOMO	-11.2	eV

Geometry as XYZ:
```
57
C16H34N5S2 the ωB97M-V functional and the def2-TZVPD basis
C 3.4619 0.1306 -4.4781
H 3.6455 -0.1145 -5.5203
H 4.2601 0.7832 -4.1348
H 3.4971 -0.7889 -3.8981
C 2.1093 0.8144 -4.3220
C 1.8334 1.1645 -2.8612
H 2.6410 1.7878 -2.4778
H 1.8157 0.2518 -2.2639
C 0.5272 1.9351 -2.6660
N -0.6358 1.1909 -3.1290
C -1.2829 0.2450 -2.4638
N -0.9691 -0.1346 -1.2514
H -0.1775 0.3314 -0.7278
C -1.7094 -1.1194 -0.4965
H -1.5370 -0.9159 0.5592
H -2.7774 -1.0023 -0.7027
C -1.3258 -2.5897 -0.8426
N -0.0899 -3.1158 -0.3537
C -0.0066 -3.6346 0.9843
H -0.9181 -4.1845 1.2190
C 0.2308 -2.5421 2.0616
N 0.8998 -1.4206 1.4335
H -2.6941 0.2490 -4.3208
C 0.6692 -0.1397 1.7812
N 0.1235 0.1141 2.9757
H 0.0883 -0.6264 3.6616
C -0.2802 1.4200 3.4511
H -0.2674 2.1003 2.5987
C -1.6726 1.3582 4.0751
C -2.0960 2.6962 4.6819
C -2.2962 3.7910 3.6410
H -3.0079 3.4725 2.8823
H -2.6851 4.6872 4.1163
H -1.3601 4.0502 3.1534
H -3.0329 2.5446 5.2207
H -1.3460 3.0154 5.4077
H -1.6743 0.5980 4.8608
H -2.3981 1.0581 3.3148
H 0.4432 1.7786 4.1915
S 0.9946 1.1051 0.6963
C 1.8500 -1.7880 0.4065
H 2.3772 -0.8925 0.0772
H 2.5767 -2.4703 0.8593
C 1.1438 -2.4857 -0.7753
H 0.9259 -1.7780 -1.5745
H 1.8151 -3.2524 -1.1814
H 0.8269 -2.9568 2.8840
H -0.7289 -2.2035 2.4615
H 0.8260 -4.3437 0.9993
H -2.1269 -3.2269 -0.4641
H -1.3194 -2.6809 -1.9338
S -2.6539 -0.5425 -3.2472
H -0.8923 1.3507 -4.0918
H 0.5562 2.8607 -3.2419
H 0.3996 2.1912 -1.6131
H 1.3287 0.1483 -4.6992
H 2.0953 1.7259 -4.9229
```

Most stable: run a

Run a
Formula: C2H4ClOP
Source: the Open Molecules 2025 dataset
Level of theory: the ωB97M-V functional and the def2-TZVPD basis

Properties
structure (SMILES)	O=CCl.C=P
total charge	0
Kohn-Sham gap	9.6	eV
HOMO	-9.3	eV

Geometry as XYZ:
```
9
C2H4ClOP the ωB97M-V functional and the def2-TZVPD basis
O -1.4508 -0.5455 1.1350
C -1.0692 -1.3970 1.8208
Cl 0.5833 -1.4192 2.4194
H -1.7499 -2.1430 2.3547
C 0.4588 0.7437 -0.6749
P 0.6994 1.9011 0.4942
H 0.6460 -0.3233 -0.4434
H 0.0121 0.8353 -1.6468
H 1.2977 1.2280 1.4342
```

Run b
Formula: C2H4ClOP
Source: the Open Molecules 2025 dataset
Level of theory: the ωB97M-V functional and the def2-TZVPD basis

Properties
structure (SMILES)	OPCl.C#C
total charge	0
Kohn-Sham gap	10.0	eV
HOMO	-9.3	eV

Geometry as XYZ:
```
9
C2H4ClOP the ωB97M-V functional and the def2-TZVPD basis
O -2.9204 -1.8467 -0.3360
P -3.0375 -0.5219 -1.3544
Cl -2.1416 -1.1785 -2.9670
H -3.7242 -2.3451 -0.6123
H -1.6074 -0.0470 -0.9343
C 0.1706 -0.6364 0.0397
C 0.6087 -0.8199 -1.1065
H -0.5385 -0.3173 0.7565
H 1.3957 -0.6888 -1.8406
```

Most stable: run a

Run a
Formula: C2H4ClOP
Source: the Open Molecules 2025 dataset
Level of theory: the ωB97M-V functional and the def2-TZVPD basis

Properties
total charge	0
Kohn-Sham gap (alpha / beta)	8.3 / 6.0	eV
HOMO (alpha / beta)	-9.4 / -8.3	eV

Geometry as XYZ:
```
9
C2H4ClOP the ωB97M-V functional and the def2-TZVPD basis
C -0.1266 0.1913 -0.4205
C -0.2277 1.3767 0.4887
O 0.8191 -3.0944 -1.0679
P 0.7439 0.1594 -1.8550
Cl 0.3325 -2.7808 0.4109
H -0.5717 -0.6939 0.1236
H 0.3496 2.2315 0.2051
H -0.0426 0.8737 1.4167
H -1.2765 1.7365 0.6984
```

Run b
Formula: C2H4ClOP
Source: the Open Molecules 2025 dataset
Level of theory: the ωB97M-V functional and the def2-TZVPD basis

Properties
structure (SMILES)	CO/P=C/Cl
total charge	0
Kohn-Sham gap	9.1	eV
HOMO	-9.0	eV

Geometry as XYZ:
```
9
C2H4ClOP the ωB97M-V functional and the def2-TZVPD basis
C 0.7119 -0.5240 -0.1148
O -0.4507 -0.8525 0.6202
P -1.8852 -1.1967 -0.1290
C -2.8090 0.1113 0.3930
Cl -4.4917 0.2041 0.0986
H 1.0080 -1.3345 -0.7827
H 1.4968 -0.3517 0.6192
H 0.5607 0.3866 -0.6991
H -2.4112 0.9075 1.0084
```

Most stable: run b